(1)
59
Properties=species:S:1:pos:R:3:forces:R:3 method="wB97M-V/def2-TZVPD" multiplicity=5 energy_ev=-81945.2138 charge=+3 s_squared=6.0303
Mn -0.293920 0.189439 0.100464 0.20 -0.38 -0.03
N -3.193352 0.501979 -3.178235 0.13 -0.22 -0.34
C -2.885258 -0.211784 -4.342535 -0.24 0.31 0.43
C -3.794419 -0.255278 -5.389002 -0.04 -0.07 -0.20
C -3.463926 -0.951991 -6.537604 -0.19 0.17 0.16
C -2.233812 -1.610346 -6.650572 0.26 -0.08 0.11
C -1.326442 -1.576313 -5.613311 0.00 -0.04 -0.13
C -1.650661 -0.873585 -4.448479 0.42 -0.10 0.14
S -0.500703 -0.807538 -3.162028 -0.55 0.20 0.06
N -1.271316 0.014222 -1.939530 0.25 -0.13 0.12
C -2.441870 0.591759 -2.073511 0.11 0.02 0.14
C -2.936099 1.428543 -0.936514 0.10 0.06 0.14
C -4.129471 2.129494 -0.982454 0.10 -0.06 0.04
C -4.476133 2.943439 0.091548 0.00 0.01 0.03
C -3.614793 3.037262 1.167046 -0.03 -0.01 -0.04
C -2.439941 2.297704 1.140542 0.00 -0.08 -0.09
N -2.102466 1.503969 0.122893 -0.07 -0.03 -0.17
H -4.079428 0.985441 -3.182603 -0.06 0.03 -0.03
H -4.748384 0.250422 -5.307805 -0.01 0.01 0.00
H -4.164157 -0.988871 -7.361009 -0.03 0.01 0.00
H -1.996723 -2.147035 -7.558487 0.03 -0.02 0.00
H -0.374175 -2.084613 -5.695728 0.01 -0.01 -0.01
H -4.808869 2.078533 -1.821630 -0.02 0.00 -0.01
H -5.404580 3.498127 0.074633 0.00 0.01 0.00
H -3.838271 3.667235 2.016344 0.00 0.01 0.00
H -1.742879 2.352915 1.968974 0.00 0.01 -0.04
C 2.754099 -0.616366 3.184902 -0.03 0.01 -0.04
C 1.354025 -0.453885 2.697202 -0.22 0.02 -0.28
O 1.127978 -0.045336 1.528986 -0.10 0.14 -0.30
N 0.348570 -0.757359 3.508620 -0.10 -0.06 0.08
C -1.052786 -0.655020 3.111980 0.01 0.13 -0.01
C -1.488167 -1.757243 2.170707 0.11 0.02 0.03
C -2.070832 -2.905351 2.682081 0.04 0.06 -0.03
C -2.410593 -3.943954 1.829461 0.00 -0.01 0.00
C -2.155911 -3.797854 0.476498 0.04 0.09 -0.01
C -1.590979 -2.616046 0.035979 -0.04 -0.01 0.00
N -1.259953 -1.601069 0.849435 0.18 0.47 -0.03
H 3.358039 0.211577 2.820350 0.00 0.00 0.01
H 3.157914 -1.539872 2.764961 0.02 0.01 -0.01
H 2.816361 -0.671406 4.269429 -0.02 0.00 -0.01
H 0.568450 -1.063313 4.444742 -0.04 0.00 0.01
H -1.225492 0.333775 2.669973 0.05 -0.19 0.02
H -1.651342 -0.699022 4.018992 0.01 -0.01 0.01
H -2.252335 -2.983484 3.745496 0.00 -0.01 0.01
H -2.859870 -4.849195 2.215327 -0.01 0.00 0.00
H -2.389871 -4.580451 -0.230287 0.00 -0.01 -0.01
H -1.388824 -2.478959 -1.017107 0.01 0.02 -0.02
N 4.796023 4.648506 -3.073055 0.02 0.01 -0.03
C 3.999015 3.984566 -2.582938 0.07 0.08 -0.01
C 3.004165 3.156415 -1.971631 -0.09 -0.14 0.05
C 3.150197 1.769091 -1.962731 -0.09 0.09 0.03
C 2.164614 1.010628 -1.365434 0.04 -0.01 0.07
N 1.068218 1.543657 -0.800906 -0.19 -0.23 0.18
C 0.940560 2.878159 -0.812128 -0.09 -0.01 0.02
C 1.877285 3.719816 -1.377990 0.03 -0.09 -0.02
H 4.016680 1.296631 -2.402806 0.00 0.00 0.00
H 2.269472 -0.068432 -1.316113 -0.01 0.02 0.02
H 0.053244 3.289555 -0.346731 0.02 -0.03 0.00
H 1.734981 4.790707 -1.355255 0.01 0.00 -0.01

***

(2)
58
Properties=species:S:1:pos:R:3:forces:R:3 method="wB97M-V/def2-TZVPD" relative_energy_ev=0.0000 multiplicity=1 energy_ev=-164235.1904 charge=+1
Zn -0.042144 -1.434675 0.059866 -0.22 -0.16 0.02
C 2.201462 -5.031084 -1.255814 -0.03 0.09 0.04
C 1.680491 -3.799222 -0.583442 -0.25 -0.43 -0.10
N 0.465075 -3.572370 -0.271767 0.31 0.36 0.04
N -0.544117 -4.427790 -0.497358 -0.21 -0.36 -0.15
C -1.763444 -4.172490 0.053190 0.04 0.01 0.01
N -2.712640 -5.073788 -0.210844 0.10 0.02 -0.07
S -2.048686 -2.843683 1.023466 0.17 0.41 -0.05
C 2.615799 -2.718378 -0.208244 0.33 0.31 0.11
C 3.973837 -2.791737 -0.479174 -0.16 -0.10 -0.02
C 4.802257 -1.758334 -0.068086 -0.01 0.14 0.07
C 4.252621 -0.679313 0.601218 0.10 -0.15 -0.08
C 2.883337 -0.670561 0.812384 -0.10 0.13 0.03
N 2.086253 -1.657635 0.422863 -0.16 0.02 0.01
H 1.433255 -5.783658 -1.408479 0.03 -0.04 -0.02
H 2.620578 -4.770150 -2.228758 0.00 -0.02 -0.01
H 2.991247 -5.483670 -0.656412 0.01 0.00 0.00
H -0.413130 -5.252395 -1.063295 0.10 -0.02 -0.05
H -2.566521 -5.850789 -0.834342 -0.02 -0.02 0.03
H -3.642083 -4.902210 0.131091 -0.02 0.00 0.03
H 4.386582 -3.637738 -1.008843 -0.01 -0.01 0.02
H 5.863646 -1.799596 -0.271236 0.00 0.00 0.01
H 4.866518 0.138907 0.948049 -0.04 0.03 -0.01
H 2.400139 0.166656 1.302194 0.02 -0.04 0.01
S 0.169547 -0.763669 -2.151704 -0.20 -0.23 0.22
C 0.726275 0.893194 -1.882220 -0.02 -0.01 0.10
C 1.563634 1.452872 -2.851299 -0.02 0.01 0.02
C 1.963715 2.774714 -2.774557 -0.01 -0.02 0.01
C 1.545444 3.572606 -1.716787 0.04 0.00 -0.06
C 0.742620 3.022960 -0.733862 -0.06 -0.03 0.14
C 0.334082 1.690827 -0.795366 0.16 0.20 -0.07
As -0.822584 0.932944 0.562153 0.02 0.03 -0.34
C -0.648728 2.145755 2.063936 0.00 -0.18 -0.02
C 0.622553 2.495086 2.512869 -0.03 -0.04 -0.05
C 0.768307 3.276364 3.647283 0.02 0.02 0.03
C -0.355102 3.703871 4.342260 -0.01 0.02 0.00
C -1.621968 3.351016 3.901781 0.01 0.04 0.05
C -1.771712 2.568081 2.766455 -0.01 -0.07 -0.12
C -2.557443 1.332014 -0.215423 -0.01 -0.02 0.11
C -3.364995 0.305487 -0.686663 0.04 -0.01 0.05
C -4.566873 0.597706 -1.315348 -0.05 0.04 -0.01
C -4.965361 1.916055 -1.471612 0.00 -0.05 0.00
C -4.159041 2.944673 -1.003022 -0.03 0.07 -0.01
C -2.956764 2.655870 -0.380170 0.16 -0.03 0.07
H 1.881515 0.829144 -3.676964 -0.01 0.03 -0.02
H 2.599280 3.185818 -3.548521 0.00 0.00 0.01
H 1.841960 4.611452 -1.663210 0.00 0.00 0.03
H 0.423954 3.636919 0.100419 0.01 0.03 -0.03
H 1.498173 2.176374 1.957828 0.02 0.03 0.04
H 1.755853 3.556152 3.990129 0.00 -0.01 -0.01
H -0.241635 4.317243 5.226323 0.00 -0.01 0.00
H -2.495474 3.687938 4.444232 -0.01 -0.01 -0.01
H -2.759489 2.291276 2.417442 -0.01 0.03 0.06
H -3.058789 -0.723854 -0.575354 0.03 -0.09 0.01
H -5.190930 -0.205831 -1.684382 0.01 0.00 0.00
H -5.902549 2.143516 -1.962377 0.01 0.01 0.01
H -4.467844 3.974064 -1.129712 0.02 0.00 0.01
H -2.319964 3.457069 -0.022788 -0.05 0.04 -0.03

***

(3)
56
Properties=species:S:1:pos:R:3:forces:R:3 method="wB97M-V/def2-TZVPD" relative_energy_ev=0.3236 multiplicity=3 energy_ev=-68908.5039 charge=+1 s_squared=2.0213
Au -0.277369 -0.251749 -1.955524 0.00 0.17 0.18
O -2.948737 -0.167153 -2.950742 -0.13 -0.01 0.03
C -2.311330 0.201899 -2.014191 0.53 -0.15 -0.16
C -2.820588 1.047109 -0.902763 -0.28 0.42 0.25
C -4.080088 1.637079 -1.018975 0.06 -0.11 -0.06
C -4.520895 2.516297 -0.047006 0.01 -0.04 -0.03
C -3.709976 2.813498 1.042877 0.01 0.06 0.05
C -2.474181 2.202050 1.186204 0.04 -0.03 0.00
C -2.023781 1.317983 0.212549 0.02 -0.17 -0.18
P -0.531854 0.298596 0.414140 -0.29 0.25 0.05
C 0.865017 1.346019 0.849466 -0.02 0.00 -0.11
C 2.032889 0.745012 1.325906 -0.08 0.06 -0.02
C 3.185192 1.498935 1.468242 0.06 -0.01 0.02
C 3.182063 2.845639 1.127677 0.01 0.05 -0.01
C 2.027183 3.441765 0.642011 0.01 0.05 -0.01
C 0.869376 2.693590 0.490477 -0.02 -0.13 0.09
C -0.979033 -0.734450 1.833081 0.21 -0.20 -0.23
C -0.477147 -0.540533 3.116480 -0.08 0.03 -0.07
C -0.898844 -1.373177 4.143156 0.05 0.02 0.07
C -1.806789 -2.391508 3.893384 0.01 0.01 0.01
C -2.305677 -2.585340 2.611250 -0.07 -0.05 -0.01
C -1.888868 -1.763693 1.578632 0.08 0.08 0.02
H -4.691753 1.393816 -1.878114 0.01 0.04 -0.01
H -5.497304 2.972473 -0.139290 0.02 0.03 0.01
H -4.048091 3.522299 1.787687 0.00 -0.04 0.02
H -1.856267 2.406943 2.052387 -0.05 0.01 0.03
H 2.030590 -0.307681 1.586041 0.05 0.00 0.00
H 4.091493 1.041055 1.842760 -0.02 -0.02 0.01
H 4.084036 3.432427 1.241677 -0.01 -0.01 0.01
H 2.026633 4.492557 0.382879 0.00 -0.01 -0.01
H -0.033855 3.145962 0.099569 0.04 0.07 0.00
H 0.219567 0.263096 3.316450 0.02 -0.02 0.02
H -0.514204 -1.221537 5.143341 -0.02 -0.01 0.00
H -2.129322 -3.036167 4.700233 0.00 0.01 0.00
H -3.017668 -3.377018 2.415882 0.02 0.02 0.00
H -2.271635 -1.903732 0.571950 -0.04 -0.05 0.04
Cl -3.009321 -4.839579 -0.276686 0.05 -0.01 0.00
C -1.397991 -4.417772 -0.853578 -0.11 0.09 -0.06
Cl -1.466274 -3.070110 -2.021779 -0.05 -0.31 0.02
H -0.969854 -5.273297 -1.360428 0.01 -0.02 0.01
H -0.800463 -4.099280 -0.007073 0.02 -0.01 0.01
C 2.025884 1.791732 -3.469695 -0.08 0.00 0.00
C 2.598696 0.576008 -2.861226 0.06 -0.01 -0.09
C 3.988702 0.236938 -2.759960 0.06 -0.12 0.08
C 4.047791 -0.973897 -2.140802 0.07 0.14 -0.08
C 2.689066 -1.358830 -1.869946 -0.03 0.06 -0.01
C 2.240598 -2.595851 -1.202484 0.00 -0.08 0.02
N 1.841665 -0.410948 -2.324154 -0.10 -0.09 0.06
H 2.815102 2.476357 -3.769745 -0.04 0.05 0.00
H 1.351819 2.291636 -2.769231 0.03 0.02 0.01
H 1.431483 1.530004 -4.350150 0.01 -0.01 0.01
H 4.799617 0.851888 -3.116250 0.00 -0.03 0.01
H 4.920155 -1.555128 -1.887537 -0.01 0.00 -0.01
H 2.940661 -2.880361 -0.416496 -0.02 0.00 0.00
H 2.214836 -3.419717 -1.923332 -0.01 0.02 -0.01
H 1.239049 -2.482152 -0.789233 -0.02 0.02 0.01

***

(4)
59
Properties=species:S:1:pos:R:3:forces:R:3 method="wB97M-V/def2-TZVPD" relative_energy_ev=0.0635 multiplicity=1 energy_ev=-200883.1358 charge=+2
Sn 1.048840 1.425581 1.768744 -0.01 -0.10 0.28
C 0.816645 4.076877 0.417161 0.01 0.04 -0.06
N 0.570412 2.713758 -0.134232 -0.05 -0.08 0.02
C -0.848215 2.558202 -0.566449 -0.03 -0.02 -0.04
C -1.816390 2.344820 0.580607 -0.07 -0.16 0.01
N -1.659677 1.014411 1.220985 0.02 0.14 0.04
C -2.174242 1.050043 2.606316 -0.02 -0.02 0.00
C -2.297396 -0.046135 0.477198 0.06 -0.05 -0.07
C -3.679235 -0.199217 0.464129 -0.06 0.00 0.00
C -4.270286 -1.252338 -0.217123 0.01 -0.01 -0.01
C -3.500206 -2.185702 -0.906698 -0.03 0.02 0.01
C -2.126802 -2.051914 -0.920516 -0.07 0.05 0.02
C -1.548261 -0.987726 -0.232158 -0.02 -0.05 -0.09
S 0.182109 -0.729258 -0.294832 0.21 -0.01 0.10
C 1.498222 2.473425 -1.243954 -0.07 0.08 -0.02
C 1.260061 3.077625 -2.473552 -0.01 0.02 -0.01
C 2.127062 2.880869 -3.533147 0.00 0.00 0.00
C 3.250448 2.081514 -3.359925 0.02 -0.03 0.04
C 3.494824 1.486509 -2.134472 0.00 0.03 -0.04
C 2.620000 1.673964 -1.063167 0.03 -0.06 0.03
S 3.008000 0.836597 0.452812 0.09 -0.04 0.01
H 0.555241 4.835400 -0.322047 0.03 0.00 -0.01
H 1.875108 4.173090 0.658414 0.01 0.01 0.01
H 0.230308 4.242487 1.321024 -0.04 0.00 -0.02
H -0.894995 1.713902 -1.256608 0.03 0.04 -0.01
H -1.159582 3.442574 -1.126190 0.00 0.04 0.03
H -2.834635 2.468583 0.199628 -0.02 0.03 0.01
H -1.683283 3.098470 1.358393 0.04 0.01 0.00
H -3.199181 1.424596 2.660439 0.01 -0.01 0.00
H -1.544614 1.707171 3.205801 0.01 0.02 0.01
H -2.140913 0.048589 3.031968 0.00 0.01 -0.02
H -4.303301 0.506800 0.997089 0.00 -0.02 -0.02
H -5.347968 -1.348880 -0.208571 0.01 0.00 0.00
H -3.971581 -3.005060 -1.431746 -0.01 0.01 0.01
H -1.510771 -2.759919 -1.462540 0.02 0.02 0.02
H 0.398548 3.718423 -2.613286 0.00 -0.01 0.01
H 1.935052 3.364279 -4.481339 0.01 -0.01 0.00
H 3.944811 1.932957 -4.176364 0.00 0.00 0.01
H 4.373104 0.869430 -1.992005 0.00 0.02 0.00
Br 0.540896 -5.375858 4.568508 0.00 -0.13 0.06
C 0.566777 -3.721505 3.718409 0.01 -0.02 -0.01
C 0.435775 -2.552391 4.448314 -0.02 0.09 0.03
C 0.442990 -1.354039 3.758531 0.04 0.02 -0.13
N 0.584208 -1.267908 2.433021 0.05 0.10 -0.06
C 0.729802 -2.407681 1.739888 0.03 0.20 -0.11
C 0.706384 -3.654290 2.339174 -0.01 -0.08 -0.04
C 0.884308 -2.270112 0.261853 -0.22 0.03 0.20
C 1.493133 -3.182436 -0.490619 0.15 -0.11 -0.13
C 1.692570 -3.292263 -1.938925 -0.03 -0.09 0.27
Br 2.375981 -4.963835 -2.428899 0.06 -0.13 -0.02
C 1.470388 -2.409011 -2.921182 -0.11 0.31 -0.09
C 0.929668 -1.066728 -2.829559 0.19 -0.15 -0.03
N 0.451072 -0.368102 -1.872105 -0.26 -0.02 -0.14
H 0.321576 -2.569184 5.522820 0.00 0.00 -0.01
H 0.335198 -0.418497 4.296670 0.01 0.01 -0.02
H 0.772852 -4.563523 1.758406 -0.01 0.02 0.01
H 1.926316 -4.007595 0.063471 0.02 0.01 -0.04
H 1.730694 -2.711407 -3.926569 -0.02 0.04 -0.02
H 0.932148 -0.518435 -3.770971 -0.01 -0.03 -0.01